11
Properties=species:S:1:pos:R:3:mulliken_charge:R:1 method="wB97M-V/def2-TZVPD" lumo_ev=-2.12 de_lowest_kj_mol=211.1 total_energy_ev=-27927.9750 gap_ha=0.2617 total_charge=0 smiles="S=CC(=S)[C@@H]1CO1"
C 1.490 -0.492 -1.239 -0.31
C 0.084 -0.269 -0.852 0.14
C -0.174 0.552 0.371 0.19
C -1.203 0.133 1.353 -0.40
H 1.648 -0.837 -2.286 0.31
H 0.706 1.121 0.769 0.33
H -1.680 -0.834 1.159 0.23
H -1.097 0.497 2.407 0.25
O -1.466 1.179 0.405 -0.39
S 2.770 -0.167 -0.265 -0.20
S -1.078 -0.883 -1.823 -0.16